*one*
ORCA calculation (wB97M-V/def2-TZVPD) on C3H7NOS2 in the gas phase.

XYZ file:
```
14
C3H7NOS2 (wB97M-V/def2-TZVPD)
C 0.548 -0.064 1.714
C 1.131 -0.581 -0.799
C -0.892 0.760 -0.336
N 0.516 0.500 0.023
O -0.221 0.660 4.093
S 1.374 -1.327 2.252
S -0.517 1.030 2.504
H 0.804 -0.790 -1.873
H 2.175 -0.354 -0.835
H 1.001 -1.538 -0.340
H -1.473 -0.143 -0.694
H -1.325 1.493 0.389
H -0.767 1.324 -1.275
H 0.108 -0.168 4.293
```

Results
net charge	0
LUMO	-0.103	eV
spin multiplicity	1
HOMO	-0.329	hartree
structure (SMILES)	CN(C)C(=S)SO
frontier orbital gap	8.86	eV


*two*
ORCA calculation (wB97M-V/def2-TZVPD) on C3H7NOS2 in the gas phase.

XYZ file:
```
14
C3H7NOS2 (wB97M-V/def2-TZVPD)
C -0.516 1.379 1.553
C -0.160 -0.459 -0.616
C 1.217 -0.569 -0.062
H -1.061 2.304 1.647
H 0.563 1.477 1.316
H -0.827 0.730 2.380
H 1.130 -0.205 0.954
H 1.616 -1.633 -0.231
H 2.063 0.639 -1.640
H -2.584 -1.621 -1.139
N -0.357 -1.294 -1.504
O 1.939 0.483 -0.657
S -1.336 0.720 0.151
S -1.685 -1.950 -2.150
```

Results
net charge	0
LUMO	0.712	eV
spin multiplicity	1
HOMO	-0.298	hartree
structure (SMILES)	CS/C(CO)=N\S
frontier orbital gap	8.81	eV


Going by the energies, *two* is most stable and the next is 0.0248 hartree up.


*one*
ORCA calculation (wB97M-V/def2-TZVPD) on a molecular structure, C14H32LiNO14P.

XYZ file:
```
63
C14H32LiNO14P (wB97M-V/def2-TZVPD)
C 3.919 -1.389 -5.293
N 3.588 -1.513 -3.832
C 2.346 -2.289 -3.645
C 4.616 -2.246 -3.040
C 3.422 -0.118 -3.201
C 3.076 -0.135 -1.672
O 2.605 1.144 -1.238
H 3.288 -0.707 -5.852
H 4.207 -2.290 -5.879
H 4.928 -0.974 -5.463
H 1.610 -1.786 -4.054
H 1.900 -2.620 -2.711
H 2.640 -3.079 -4.457
H 4.354 -2.673 -2.031
H 5.684 -1.801 -3.159
H 4.860 -3.147 -3.490
H 2.676 0.163 -3.808
H 4.456 0.312 -3.306
H 3.899 -0.712 -1.034
H 2.270 -0.926 -1.608
H 1.673 1.126 -1.309
Li -0.786 0.703 0.098
P -0.823 -0.083 -2.319
O -1.754 -0.175 -1.193
O 0.240 0.647 -1.308
O -1.096 0.760 -3.450
O -0.442 -1.402 -2.646
C -3.889 -3.343 5.560
O -3.760 -2.186 4.720
C -3.348 -2.200 3.466
O -2.795 -3.205 3.019
O -3.593 -1.052 2.786
C -3.292 -1.010 1.327
H -4.372 -4.140 4.932
H -4.448 -3.122 6.157
H -2.946 -3.786 5.943
H -3.208 0.036 1.154
H -4.213 -1.484 0.865
H -2.316 -1.552 1.145
C -1.541 1.437 4.083
O -0.429 0.483 4.124
C 0.059 0.002 3.033
O -0.573 0.195 2.012
O 1.111 -0.829 3.205
C 1.787 -1.148 1.977
H -1.278 2.211 3.565
H -1.899 1.846 4.978
H -2.221 1.219 3.386
H 1.940 -0.340 1.334
H 1.525 -2.005 1.176
H 2.797 -1.766 2.287
C -4.284 5.263 1.170
O -2.921 5.414 0.936
C -2.070 4.259 0.672
O -2.385 3.084 0.967
O -0.895 4.598 0.019
C -0.266 3.522 -0.545
H -4.204 4.572 2.197
H -4.851 4.509 0.436
H -4.746 6.152 1.087
H 0.688 3.866 -1.094
H -0.740 2.909 -1.350
H 0.210 2.786 0.184
```

Results
net charge	-1
LUMO	1.768	eV
spin multiplicity	1
HOMO	-0.076	hartree
frontier orbital gap	3.84	eV


*two*
ORCA calculation (wB97M-V/def2-TZVPD) on a molecular structure, C14H32LiNO14P.

XYZ file:
```
63
C14H32LiNO14P (wB97M-V/def2-TZVPD)
C 10.680 41.854 25.836
N 10.783 42.820 24.728
C 11.095 41.997 23.402
C 9.543 43.435 24.569
C 11.986 43.606 24.906
C 11.951 44.608 26.024
O 13.225 44.999 26.317
H 9.907 41.200 25.963
H 10.698 42.368 26.825
H 11.643 41.113 25.896
H 10.402 41.125 22.988
H 12.057 41.243 23.800
H 11.434 42.455 22.533
H 9.417 44.124 23.525
H 9.145 44.217 25.357
H 8.791 42.807 24.671
H 12.284 44.235 23.895
H 12.778 42.937 24.922
H 11.833 44.216 27.024
H 11.324 45.466 25.998
H 13.799 44.085 26.562
Li 13.951 42.930 29.269
P 13.978 41.536 27.497
O 14.808 41.320 28.687
O 14.397 43.081 27.457
O 12.688 41.936 28.077
O 14.084 40.784 26.255
C 20.639 44.454 31.987
O 19.290 44.440 31.902
C 18.772 43.874 30.871
O 19.477 43.342 29.896
O 17.485 43.775 30.896
C 16.683 43.274 29.779
H 20.648 44.906 32.964
H 21.198 45.078 31.273
H 21.110 43.568 31.950
H 15.769 43.659 29.906
H 16.797 42.139 29.923
H 17.005 43.852 28.942
C 11.380 45.380 31.314
O 11.966 44.767 32.464
C 13.047 43.959 32.257
O 13.378 43.747 31.082
O 13.303 43.188 33.285
C 14.306 42.127 33.194
H 10.498 44.734 31.012
H 12.072 45.490 30.687
H 11.070 46.368 31.484
H 14.294 41.651 32.234
H 14.369 41.414 33.969
H 15.213 42.679 33.117
C 14.743 51.312 28.905
O 14.632 50.153 29.595
C 14.978 48.938 29.094
O 15.805 48.956 28.082
O 14.486 47.938 29.592
C 14.591 46.666 29.101
H 15.652 51.555 28.459
H 14.328 52.011 29.580
H 13.940 51.183 27.981
H 14.062 46.633 28.118
H 14.102 45.855 29.636
H 15.767 46.394 28.759
```

Results
net charge	-1
LUMO	2.080	eV
spin multiplicity	1
HOMO	-0.083	hartree
frontier orbital gap	4.34	eV


Going by the energies, *two* is most stable and the next is 0.0150 hartree up.


*one*
ORCA calculation (wB97M-V/def2-TZVPD) on 2 unconnected molecules or ions with the total composition CH4N6.

XYZ file:
```
11
CH4N6 (wB97M-V/def2-TZVPD)
C 1.037 -0.741 0.147
N -2.146 2.432 -2.508
N -1.167 -3.233 0.929
N -2.575 1.971 -1.586
N -0.577 -2.314 0.678
N -3.060 1.470 -0.628
N -0.220 -1.206 0.482
H 0.934 0.341 0.101
H 1.931 -1.189 0.675
H 1.418 -1.032 -0.803
H -4.052 1.527 -0.548
```

Results
net charge	0
LUMO	0.837	eV
spin multiplicity	1
HOMO	-0.342	hartree
frontier orbital gap	10.15	eV


*two*
ORCA calculation (wB97M-V/def2-TZVPD) on CH4N6 in the gas phase.

XYZ file:
```
11
CH4N6 (wB97M-V/def2-TZVPD)
C 0.006 0.266 -0.102
H -1.859 -0.480 -1.531
H -2.425 0.934 -1.584
H 2.560 -0.353 1.311
H -0.057 0.486 1.977
N -1.542 0.567 -1.730
N -0.859 1.099 -0.714
N 0.565 -1.064 -0.470
N 1.352 -1.450 0.347
N 1.604 -0.567 1.369
N 0.653 0.562 1.127
```

Results
net charge	0
LUMO	0.087	eV
spin multiplicity	1
HOMO	-0.315	hartree
structure (SMILES)	N/N=c1\nn[nH][nH]1
frontier orbital gap	8.65	eV


Going by the energies, *two* is most stable and the next is 0.0029 hartree up.